Molecular formula: C22H19BrN2O5
Method: DFT, wB97M-V/def2-TZVPD

Results
energy = -106361.9082 eV
Kohn-Sham gap = 6.07 eV
max |F| = 17.45 eV/Å
lowest unoccupied orbital energy = -0.840 eV

The geometry in XYZ format:
```
49
C22H19BrN2O5 (wB97M-V/def2-TZVPD)
C 5.573 2.383 -0.645
H 6.641 2.850 -0.899
O 5.971 1.114 -0.545
C 4.830 0.127 -0.296
C 3.475 0.395 -0.384
C 2.374 -0.426 0.064
C 2.628 -1.813 0.391
C 4.010 -2.090 0.073
C 5.031 -1.169 -0.146
O 6.346 -1.823 -0.059
C 7.434 -0.830 -0.173
H 7.492 -0.185 0.495
H 7.573 -0.721 -1.278
H 8.316 -1.674 -0.068
O 4.423 -3.408 0.263
C 3.377 -4.398 0.769
H 4.025 -5.464 0.816
H 2.853 -4.200 1.640
H 2.852 -4.348 -0.257
H 1.867 -2.309 0.527
C 1.009 0.085 -0.043
N -0.111 -0.563 0.387
N -1.076 0.257 0.236
C -0.709 1.394 0.146
O 0.701 1.564 -0.366
C -1.359 2.622 -0.173
O -2.629 2.391 0.560
C -3.622 1.912 0.139
C -4.836 1.686 1.113
C -5.842 0.895 0.767
C -7.001 0.994 1.485
C -8.120 0.082 1.091
C -8.035 -0.612 0.058
C -7.014 -0.765 -0.829
C -5.904 0.092 -0.491
C -4.695 0.412 -1.290
C -3.630 0.991 -1.182
H -2.802 1.006 -1.398
H -4.745 -0.337 -2.215
H -7.104 -1.100 -1.615
Br -9.505 -1.802 -0.225
H -9.095 0.140 2.097
H -7.114 1.429 2.471
H -4.794 2.174 1.929
H -1.725 2.874 -1.301
H -0.704 3.361 0.245
H 3.274 1.496 -0.352
H 5.023 2.384 -1.573
H 5.070 2.928 0.040
```